Molecular formula: C4H6O2
Method: DFT, ωB97M-V with the def2-TZVPD basis set

ORCA input file:
```
! RIJCOSX wB97M-V def2-TZVPD def2/J DEFGRID3
* xyz 0 1
O 1.57 0.07 -0.96
C 0.38 -0.37 -0.48
C 0.24 -0.08 0.99
C -0.52 1.22 1.20
O -0.08 2.19 1.76
C -0.58 -0.93 -1.23
H 1.60 -0.10 -1.91
H -1.50 -1.27 -0.78
H -0.32 -0.88 1.48
H 1.23 0.02 1.45
H -1.56 1.21 0.78
H -0.46 -1.07 -2.30
*
```

Computed properties:
SMILES: C=C(O)CC=O
Frontier orbital gap: 10.0 eV

Which charges does Mulliken predict for the atoms? In e, they are:
1. O -0.4709
2. C 0.7920
3. C -0.6597
4. C 0.0626
5. O -0.4535
6. C -0.9707
7. H 0.3071
8. H 0.2581
9. H 0.3193
10. H 0.2714
11. H 0.3204
12. H 0.2239

---

Molecular formula: CHNO5S
Method: DFT, ωB97M-V with the def2-TZVPD basis set

ORCA input file:
```
! RIJCOSX wB97M-V def2-TZVPD def2/J DEFGRID3
* xyz 0 1
C -0.17 1.01 -0.69
N -1.00 1.09 0.38
O -0.35 1.69 -1.67
O 1.06 0.43 -0.45
O -2.20 1.01 0.46
O 1.23 -1.99 0.15
O -0.23 -0.35 1.37
S 1.14 -0.55 0.87
H 0.52 -2.33 -0.42
*
```

Computed properties:
Frontier orbital gap (alpha / beta): 8.4 / 8.4 eV

Which charges does Mulliken predict for the atoms? In e, they are:
1. C 0.6300
2. N 0.3012
3. O -0.4813
4. O -0.2544
5. O -0.3779
6. O -0.4136
7. O -0.4836
8. S 0.7284
9. H 0.3513

---

Molecular formula: C44H127N11O14
Method: DFT, ωB97M-V with the def2-TZVPD basis set

ORCA input file:
```
! RIJCOSX wB97M-V def2-TZVPD def2/J DEFGRID3
* xyz 0 1
O 10.10 15.10 13.32
H 9.60 15.72 12.78
H 10.34 14.30 12.79
O 13.27 13.68 18.49
H 13.65 13.55 19.38
H 14.04 13.51 17.89
O 11.13 12.91 11.97
H 11.99 13.08 11.49
H 11.22 12.06 12.42
C 16.93 19.39 23.56
C 16.48 18.80 22.26
C 17.21 17.57 21.88
O 18.57 17.91 21.60
C 19.29 16.84 21.06
N 15.05 18.33 22.42
H 17.08 18.73 24.40
H 16.18 20.19 23.82
H 17.90 19.80 23.37
H 16.49 19.50 21.41
H 16.76 17.09 21.01
H 17.19 16.82 22.66
H 19.42 15.99 21.72
H 20.32 17.22 20.86
H 18.83 16.50 20.13
H 14.73 18.04 21.53
H 14.46 18.98 22.93
C 13.50 17.61 18.94
C 12.15 17.43 18.36
C 11.68 18.77 17.73
O 11.28 19.61 18.78
C 10.55 20.75 18.47
N 12.11 16.34 17.39
H 13.94 16.64 19.10
H 13.42 18.19 19.85
H 14.10 18.13 18.21
H 11.50 17.13 19.22
H 10.79 18.64 17.07
H 12.50 19.08 17.11
H 9.56 20.59 18.00
H 11.13 21.44 17.87
H 10.34 21.30 19.42
H 12.45 15.42 17.67
H 11.12 16.36 17.14
C 12.88 19.94 12.85
C 13.01 18.87 11.77
C 12.86 19.49 10.37
O 11.49 19.78 10.20
C 11.22 20.64 9.14
N 14.31 18.18 11.92
H 12.80 19.41 13.84
H 11.99 20.60 12.68
H 13.73 20.65 12.81
H 12.19 18.15 11.88
H 13.21 18.79 9.62
H 13.48 20.40 10.36
H 11.68 21.60 9.23
H 10.15 20.78 9.19
H 11.47 20.14 8.18
H 14.43 17.44 11.26
H 14.33 17.75 12.85
C 12.93 11.63 15.05
C 13.38 11.12 13.70
C 14.54 10.18 13.84
O 14.21 9.12 14.73
C 15.42 8.57 15.27
N 12.23 10.42 12.98
H 12.10 12.29 15.02
H 13.68 12.15 15.64
H 12.62 10.84 15.73
H 13.72 12.02 13.14
H 15.45 10.70 14.21
H 14.79 9.74 12.89
H 15.09 7.83 15.99
H 16.05 9.35 15.67
H 15.99 7.98 14.52
H 12.07 9.68 13.64
H 12.57 9.99 12.12
C 19.71 10.28 12.81
C 19.19 11.55 12.31
C 18.02 11.95 13.14
O 18.52 12.50 14.34
C 17.51 12.84 15.31
N 20.25 12.59 12.28
H 20.60 10.16 12.18
H 19.02 9.42 12.76
H 20.01 10.31 13.85
H 18.79 11.45 11.27
H 17.45 11.06 13.39
H 17.40 12.63 12.61
H 17.97 13.41 16.10
H 17.06 11.90 15.66
H 16.84 13.50 14.72
H 19.86 13.52 12.05
H 20.72 12.66 13.20
C 18.00 16.07 13.22
C 18.63 16.80 12.06
C 18.40 16.12 10.73
O 18.84 14.79 10.91
C 18.73 14.01 9.75
N 18.20 18.21 11.79
H 16.94 15.93 13.05
H 18.13 16.71 14.10
H 18.34 15.11 13.52
H 19.70 16.88 12.25
H 18.99 16.61 9.96
H 17.36 16.12 10.42
H 19.44 14.24 8.93
H 17.73 14.05 9.27
H 18.90 12.96 10.03
H 17.20 18.28 11.93
H 18.60 18.85 12.48
C 16.06 20.74 14.57
C 17.50 20.82 14.95
C 17.86 19.46 15.65
O 17.18 19.11 16.87
C 18.10 19.17 17.98
N 18.41 20.94 13.82
H 15.42 20.75 15.43
H 15.86 19.84 13.98
H 15.74 21.57 13.90
H 17.61 21.68 15.68
H 18.91 19.52 15.83
H 17.68 18.70 14.88
H 18.59 20.16 17.98
H 18.90 18.44 17.80
H 17.51 19.03 18.89
H 18.13 21.60 13.11
H 19.32 21.20 14.22
C 16.44 9.29 20.09
C 17.34 9.78 18.93
C 17.60 11.30 18.92
O 18.05 11.80 20.17
C 18.32 13.19 20.08
N 18.63 9.09 19.00
H 15.38 9.53 19.95
H 16.84 9.81 20.98
H 16.55 8.19 20.23
H 16.95 9.45 17.95
H 16.64 11.81 18.70
H 18.29 11.54 18.09
H 18.77 13.55 21.01
H 17.36 13.75 20.02
H 18.91 13.49 19.19
H 19.21 9.35 19.82
H 19.15 9.31 18.18
C 7.27 17.96 15.91
C 8.34 17.36 14.99
C 9.01 18.41 14.10
O 8.08 19.00 13.24
C 8.62 19.98 12.42
N 9.31 16.59 15.83
H 7.64 18.73 16.56
H 6.70 17.18 16.42
H 6.59 18.46 15.24
H 7.75 16.70 14.36
H 9.82 17.95 13.48
H 9.45 19.22 14.70
H 7.84 20.41 11.79
H 9.51 19.64 11.80
H 9.06 20.77 13.08
H 9.76 15.91 15.20
H 8.83 16.11 16.55
C 11.44 14.37 22.29
C 12.67 15.16 22.58
C 13.74 15.06 21.48
O 14.16 13.68 21.30
C 14.93 13.11 22.32
N 12.36 16.55 22.87
H 10.87 14.33 23.20
H 11.76 13.35 22.06
H 10.83 14.77 21.51
H 13.03 14.77 23.55
H 14.61 15.65 21.81
H 13.34 15.32 20.51
H 15.81 13.69 22.53
H 15.17 12.11 21.99
H 14.39 13.01 23.29
H 12.04 17.02 22.00
H 13.18 17.06 23.26
C 14.30 14.69 13.63
C 13.68 15.54 14.74
C 14.75 16.28 15.50
O 15.44 15.43 16.41
C 16.55 16.07 16.99
N 12.82 16.58 14.14
H 13.49 14.12 13.13
H 14.99 13.93 14.10
H 14.87 15.31 12.88
H 13.10 14.92 15.43
H 14.21 17.08 16.09
H 15.41 16.76 14.78
H 17.11 15.24 17.38
H 16.25 16.77 17.77
H 17.16 16.66 16.31
H 12.14 16.02 13.63
H 12.29 16.93 14.91
*
```

Computed properties:
Frontier orbital gap: 8.9 eV

Mulliken atomic charge list, values in e, 99 entries:
1. O -0.5669
2. H 0.2773
3. H 0.2911
4. O -0.6863
5. H 0.3509
6. H 0.2608
7. O -0.6749
8. H 0.2545
9. H 0.3197
10. C -1.5075
11. C 0.4999
12. C -0.4533
13. O -0.4231
14. C -0.5484
15. N -0.2568
16. H 0.3026
17. H 0.4069
18. H 0.4162
19. H 0.1240
20. H 0.0876
21. H 0.5792
22. H 0.3286
23. H 0.3048
24. H 0.0682
25. H -0.1624
26. H 0.3263
27. C -1.1283
28. C 0.1604
29. C 0.0192
30. O -0.3502
31. C -0.7177
32. N 0.1882
33. H -0.1218
34. H 0.5118
35. H 0.2417
36. H 0.3658
37. H -0.1543
38. H 0.2517
39. H 0.1763
40. H 0.3387
41. H 0.2600
42. H 0.1354
43. H 0.0651
44. C -0.8469
45. C 1.2427
46. C -1.0651
47. O -0.1698
48. C -0.8947
49. N -0.2590
50. H -0.0911
51. H 0.3312
52. H 0.1467
53. H -0.1913
54. H 0.4201
55. H 0.3939
56. H 0.3837
57. H 0.2130
58. H 0.3003
59. H 0.3060
60. H -0.5155
61. C -1.7174
62. C 1.0288
63. C 0.0665
64. O -0.4080
65. C -0.2382
66. N -0.7080
67. H 0.4293
68. H 0.2687
69. H 0.4661
70. H -0.3069
71. H -0.6264
72. H 0.6519
73. H 0.3192
74. H -0.1420
75. H 0.2767
76. H 0.3369
77. H 0.2714
78. C -1.7170
79. C 0.1787
80. C 0.3959
81. O -0.4884
82. C 1.2064
83. N -0.6464
84. H 0.4618
85. H 0.3210
86. H 0.2827
87. H 0.1624
88. H 0.1864
89. H 0.0968
90. H 0.1304
91. H -0.1853
92. H -0.7832
93. H 0.3074
94. H 0.3818
95. C -0.0724
96. C 0.0227
97. C -1.2476
98. O -0.2627
99. C -0.7053

---

Molecular formula: C5H11NS2
Method: DFT, ωB97M-V with the def2-TZVPD basis set

ORCA input file:
```
! RIJCOSX wB97M-V def2-TZVPD def2/J DEFGRID3
* xyz 0 1
C -0.97 -0.69 -1.23
C -0.77 -0.10 0.17
C 0.00 -0.88 1.27
C 0.62 0.45 1.70
C 0.21 1.07 0.34
H 0.25 -1.24 -2.84
H 0.44 0.29 -2.33
H -1.29 -1.71 -1.12
H -1.78 -0.12 -1.73
H -1.75 0.15 0.63
H -0.63 -1.38 2.03
H 1.37 -1.64 -0.51
H 0.08 0.93 2.57
H 1.70 0.40 1.88
H 1.06 1.03 -0.36
H 0.50 3.53 0.53
N 0.28 -0.64 -2.00
S 1.22 -2.16 0.70
S -0.56 2.71 0.28
*
```

Computed properties:
SMILES: NCC1[C@@H](S)C[C@@H]1S
Frontier orbital gap: 9.5 eV

Which charges does Mulliken predict for the atoms? In e, they are:
1. C -0.9755
2. C -0.1943
3. C -0.2216
4. C -0.5908
5. C -0.2373
6. H 0.2107
7. H 0.1868
8. H 0.4222
9. H 0.3768
10. H 0.5200
11. H 0.3304
12. H 0.1812
13. H 0.2627
14. H 0.3030
15. H 0.3691
16. H 0.1371
17. N -0.5469
18. S -0.2508
19. S -0.2829

---

Respective relative energy (zero: lowest compared OMol25 entry of this formula, charge and spin) values: 29.75; 43.29; 15.15; 19.29 kcal/mol.
Respective electronic energy values: -8339.171; -23611.199; -92737.774; -28523.174 eV.